1.
This record from the OMol25 dataset describes C42H59AsIrN4 as an isolated structure. The level of theory is ωB97M-V with the def2-TZVPD basis set.

Last column: Löwdin charge in e.
Positions of all 107 atoms, in Å:
C (4.2319, -0.1587, 1.0192)  -0.136
C (-5.4071, -0.6529, 1.6995)  -0.187
H (3.1753, -1.7765, 2.8946)  0.115
H (-0.1710, -4.6634, -0.7864)  0.065
C (5.4186, -0.8228, 1.6419)  -0.178
C (1.6713, 4.3059, -3.1051)  -0.179
H (-6.1062, 1.1229, 2.7370)  0.078
H (1.1697, 5.2555, -3.2952)  0.109
C (-1.5462, 4.3280, -3.1226)  -0.178
H (-5.1947, -1.6953, 1.9469)  0.109
C (-4.1943, 0.8843, 0.0411)  -0.127
H (-4.9903, 0.1386, 3.6863)  0.072
H (2.5349, 4.5116, -2.4696)  0.109
H (5.8168, -2.0358, -0.1101)  0.076
H (-6.6605, -0.3995, 3.4450)  0.076
C (-0.6263, 3.4087, -2.3873)  -0.124
H (1.2992, 3.5536, -5.1078)  0.066
H (6.5748, -2.6488, 1.3673)  0.076
C (1.1356, 2.2901, -1.5368)  -0.220
C (1.0972, -1.4539, 2.7193)  -0.249
C (2.8530, -0.4276, 1.3115)  -0.253
H (-1.3636, -4.9247, 3.8928)  0.073
C (-0.9427, -2.2086, -2.3404)  -0.389
C (2.1366, -1.9988, 5.8396)  -0.074
H (-1.9042, -1.7888, -2.0373)  0.062
H (1.6669, -4.3296, 0.9528)  0.068
C (2.0111, -2.4602, -1.4089)  -0.378
H (3.2164, 2.5069, -1.7780)  0.111
H (3.4182, -3.8254, -2.2818)  0.082
H (2.6510, -1.1640, 5.3635)  0.072
C (5.8663, 2.6631, -0.1053)  -0.076
H (6.2744, 0.6203, -0.6362)  0.109
C (0.6698, -2.2748, 3.8346)  -0.167
H (-1.7590, -3.3933, -3.9367)  0.082
C (-1.0987, -1.4092, 2.7372)  -0.231
H (2.8396, -2.5082, 6.4981)  0.076
C (-2.8114, 1.1321, -0.2666)  -0.224
As (0.1849, -2.2117, -0.7298)  1.304
C (-5.6005, 0.8465, -2.0329)  -0.077
H (2.8440, 4.3898, -4.9250)  0.077
C (1.5899, -2.9712, 4.7860)  -0.185
H (-2.8912, -4.7248, 4.7627)  0.077
N (-1.9998, 0.3662, 0.5159)  -0.070
C (-4.2096, -0.0462, 1.0416)  -0.128
H (-6.2441, -0.6439, 1.0002)  0.110
C (4.2448, 0.7367, -0.0143)  -0.128
H (0.4285, -3.7922, 2.0863)  0.039
H (6.7361, 3.0398, -0.6430)  0.076
H (-1.0341, 5.2675, -3.3327)  0.109
C (2.3574, -3.8086, -2.0317)  -0.132
H (1.3205, -1.6006, 6.4415)  0.080
C (-1.0579, 2.3318, -1.5185)  -0.215
C (2.8687, 1.0225, -0.3228)  -0.223
H (6.2975, -0.1888, 1.5242)  0.110
C (-5.8146, 0.0999, 2.9734)  -0.076
H (1.8021, -3.9847, -2.9502)  0.057
H (-2.5746, 2.7831, -4.2618)  0.069
C (-0.2658, -3.9602, 0.0413)  -0.362
C (-0.6886, -2.2382, 3.8522)  -0.140
H (-6.2621, 1.3596, -0.0470)  0.108
H (2.6410, 2.7519, -4.2856)  0.072
H (-1.3160, -3.9235, 0.3367)  0.078
N (2.0400, 0.2907, 0.4796)  -0.078
H (2.1652, -4.6337, -1.3457)  0.064
H (-5.2140, 2.5636, -0.7847)  0.114
C (-2.3708, 2.0663, -1.1966)  0.064
H (-3.1904, -1.6166, 2.9794)  0.111
C (-2.1788, -4.2311, 4.1024)  -0.076
H (-1.1647, 3.4635, -5.0784)  0.067
H (-0.2256, -4.0096, -3.3378)  0.053
H (5.2099, 1.4548, -1.7633)  0.110
H (-1.1247, -3.2189, 5.6898)  0.111
H (-4.7474, 1.0140, -2.6910)  0.064
C (-5.3691, 1.4892, -0.6585)  -0.183
C (-1.6343, -2.9566, 4.7622)  -0.177
H (1.0506, -3.7783, 5.2831)  0.110
H (-2.4169, 4.5588, -2.5063)  0.109
H (-2.6827, -4.0036, 3.1620)  0.066
H (0.3863, -5.4394, 1.4597)  0.087
C (2.1443, 3.7108, -4.4382)  -0.074
N (0.0327, 1.6662, -1.0191)  -0.059
H (5.0662, 3.3997, -0.1803)  0.072
C (2.4079, -1.2606, 2.3327)  0.061
H (2.6778, -2.2571, -0.5679)  0.045
C (0.7337, 3.3864, -2.3905)  -0.125
C (-2.8343, -0.3362, 1.3498)  -0.222
H (-6.4868, 1.2724, -2.5022)  0.076
H (6.1302, 2.5505, 0.9459)  0.078
H (5.2622, -0.9799, 2.7107)  0.111
H (-3.1361, 2.6612, -1.6748)  0.111
C (-1.1635, -3.5478, -3.0371)  -0.147
Ir (0.0146, 0.2343, 0.4239)  1.272
H (-2.4618, -2.2938, 5.0246)  0.113
C (-2.0170, 3.7029, -4.4431)  -0.072
C (5.6799, -2.1765, 0.9629)  -0.078
H (-2.6606, 4.3990, -4.9803)  0.077
H (-5.7453, -0.2291, -1.9289)  0.078
H (-0.4806, -1.4926, -3.0230)  0.073
C (5.4374, 1.3167, -0.7040)  -0.187
C (0.6078, -4.4022, 1.2069)  -0.132
H (2.1591, -1.6559, -2.1331)  0.077
H (2.4232, -3.4144, 4.2351)  0.111
C (-2.4154, -1.1590, 2.3805)  0.064
H (4.8313, -2.8462, 1.1162)  0.065
H (-1.7015, -4.2489, -2.4008)  0.068
N (-0.0018, -0.9306, 2.0899)  -0.088
C (2.4449, 1.9560, -1.2586)  0.066

Atomic forces in eV per Å
C 0.29 0.28 -0.44
C 0.13 0.19 0.26
H -0.04 0.02 0.09
H -0.02 0.20 -0.17
C -0.15 -0.28 -0.20
C -0.03 -0.29 -0.16
H 0.02 0.02 0.02
H 0.05 0.03 0.07
C 0.02 -0.25 -0.17
H -0.09 -0.04 -0.06
C -0.22 -0.37 0.46
H -0.01 0.02 0.02
H -0.02 0.10 0.00
H 0.00 -0.05 -0.02
H -0.01 0.05 0.07
C 0.16 -0.06 0.15
H 0.01 -0.03 -0.02
H -0.02 -0.06 -0.01
C 0.30 0.06 -0.14
C -0.11 -0.18 0.21
C -0.26 -0.34 0.50
H -0.02 -0.03 -0.02
C -0.09 0.26 0.10
C 0.01 -0.20 -0.05
H 0.06 0.10 0.04
H 0.03 -0.06 0.05
C 0.11 0.25 0.21
H 0.00 0.03 -0.02
H 0.01 0.01 0.02
H 0.00 0.04 0.03
C 0.05 -0.14 -0.15
H -0.04 -0.06 -0.09
C -0.01 0.13 0.02
H -0.01 0.02 0.01
C -0.02 -0.20 0.22
H 0.01 0.04 0.05
C 0.23 0.27 -0.40
As -0.07 1.59 -0.23
C -0.07 0.11 0.12
H 0.02 -0.04 -0.05
C -0.01 0.30 0.02
H -0.01 -0.06 -0.04
N -0.34 0.10 0.00
C -0.18 0.31 -0.54
H 0.03 -0.12 -0.02
C 0.07 -0.41 0.29
H -0.01 -0.07 0.00
H 0.01 0.09 0.06
H -0.03 0.03 0.06
C -0.25 0.00 0.07
H 0.02 0.06 0.02
C -0.06 0.17 -0.12
C -0.16 0.08 -0.23
H -0.03 0.05 0.10
C -0.04 -0.14 -0.11
H 0.03 -0.05 -0.01
H 0.00 -0.02 -0.02
C -0.07 0.33 0.60
C 0.01 0.08 -0.07
H 0.02 0.08 0.04
H 0.00 -0.02 -0.02
H -0.01 0.01 -0.07
N 0.34 0.24 0.05
H 0.03 -0.04 -0.04
H -0.08 0.02 0.07
C 0.02 -0.34 0.21
H 0.02 -0.04 0.03
C 0.01 0.08 0.19
H -0.01 -0.02 -0.02
H -0.03 -0.05 -0.04
H 0.09 -0.09 -0.04
H -0.03 0.06 0.03
H 0.01 -0.03 -0.03
C 0.17 -0.09 -0.21
C 0.01 -0.07 -0.23
H 0.07 -0.08 -0.06
H 0.05 0.11 0.03
H 0.00 -0.01 -0.02
H 0.02 -0.02 -0.02
C 0.04 0.17 0.09
N -0.15 0.00 0.41
H -0.01 0.02 0.03
C 0.09 0.36 -0.33
H -0.05 0.08 0.00
C -0.24 0.05 0.02
C 0.18 -0.39 0.37
H 0.00 -0.03 -0.07
H -0.01 0.03 0.02
H 0.06 0.11 0.03
H 0.03 0.01 -0.08
C 0.11 -0.02 0.14
Ir 0.21 -2.76 -1.23
H 0.01 -0.02 0.09
C -0.02 0.16 0.07
C 0.05 0.13 0.14
H -0.03 -0.05 -0.05
H -0.01 -0.02 -0.03
H 0.01 0.08 0.09
C -0.11 0.30 0.14
C 0.05 0.09 -0.13
H -0.04 0.09 0.10
H -0.04 -0.12 0.02
C 0.05 0.30 -0.35
H 0.02 -0.05 -0.04
H -0.03 -0.02 -0.03
N 0.11 0.07 0.18
C -0.16 -0.15 0.13

As for the total charge: +1. As for the multiplicity: 1. As for the energy relative to the best compared isomer or geometry (same formula, charge and spin): 1.315 eV. Its LUMO energy is -3.906 eV. Its calculated total energy is -114148.05494 eV.

2.
This record from the OMol25 dataset describes C42H60BGe3N9NiSe as an isolated structure. The level of theory is ωB97M-V with the def2-TZVPD basis set.

Last column: Löwdin charge in e.
Positions of all 117 atoms, in Å:
C (1.5614, -5.6733, 0.4452)  -0.065
H (4.4204, -1.1191, -3.1554)  0.105
C (5.5106, 3.1462, -2.1309)  -0.116
H (-5.4767, -3.8552, 0.3056)  0.100
H (0.0224, 2.1244, -3.1799)  0.080
Se (4.3367, -0.5063, 1.2289)  1.077
C (0.1006, 3.6527, -1.6656)  -0.380
H (-2.4601, -0.6437, 2.2040)  0.023
C (1.1701, -0.4866, -2.3671)  -0.166
H (2.9362, -1.7990, 3.1402)  -0.059
C (-0.9686, 5.7437, -2.2956)  -0.106
H (-1.0545, 2.8077, 2.7654)  0.002
C (-0.9053, 3.9264, -3.8598)  -0.107
C (-2.7553, 0.8798, -1.9756)  -0.283
Ge (0.3654, -1.6895, 3.2805)  0.690
H (-5.3451, 1.5074, -1.7518)  0.072
C (-0.3040, -0.8706, 1.6844)  -0.218
H (2.2573, -4.6726, -3.2534)  0.099
H (0.6626, -5.3269, 0.9559)  0.060
C (4.4421, 2.8677, -2.9730)  -0.103
C (4.0161, 3.0750, -0.2483)  -0.147
C (-3.5254, -0.7641, 2.4138)  -0.062
H (3.3409, -2.7019, 0.2666)  0.016
H (-0.1461, -1.1824, 5.7438)  0.013
H (-5.0736, -2.2045, 2.1542)  0.127
C (-0.2329, 3.1471, -2.9239)  -0.144
C (3.1687, 2.6990, -2.4504)  -0.127
C (2.2119, 2.6340, 3.0202)  -0.267
H (2.3528, 2.4866, -3.1294)  0.079
C (-4.7935, 1.5551, -0.8109)  -0.067
H (2.4136, -0.4255, 4.1260)  0.010
C (3.6343, -0.7406, -1.1768)  -0.412
H (-1.3216, 4.4388, 2.1313)  0.010
N (-2.5243, -2.4333, 0.0596)  0.115
H (-2.6073, -1.0106, -4.6347)  0.112
C (-4.5124, -3.4872, -0.0040)  -0.020
C (0.0825, -3.6410, 3.2566)  -0.236
H (2.2301, -6.1161, 1.1871)  0.075
H (-0.4954, -3.9282, 2.3752)  0.003
C (-3.4829, -3.1602, 3.2133)  -0.058
H (2.3023, 5.7260, 2.7074)  0.006
C (1.8378, 5.5139, 1.7426)  -0.273
H (1.7784, 2.6964, 4.0212)  0.013
H (1.0425, -4.1603, 3.2214)  0.007
H (-1.1507, 3.5084, -4.8289)  0.093
Ge (1.0996, 2.5537, -0.3529)  0.870
Ni (-0.6400, -1.3990, -0.2004)  0.409
H (1.0347, 6.2334, 1.5722)  0.002
H (-3.2877, 2.3750, 1.0745)  0.078
H (-3.7504, -4.1924, 2.9778)  0.080
C (-1.2760, 5.2268, -3.5486)  -0.119
C (2.9271, 2.7972, -1.0773)  -0.361
C (-2.5763, -0.4793, -3.6971)  -0.097
C (5.2928, 3.2565, -0.7659)  -0.104
H (-4.0722, -0.0486, 1.7958)  0.063
H (-0.4480, 4.2157, 3.6626)  0.012
H (-4.8629, 0.5751, -0.3331)  0.071
H (-1.8058, 5.8330, -4.2733)  0.088
C (-0.6145, 3.8018, 2.6653)  -0.271
N (-0.4152, -3.1168, -2.2525)  -0.035
H (-2.3562, -3.1639, -3.3627)  0.115
H (1.2691, -6.4499, -0.2651)  0.077
N (-2.1593, -0.2085, -1.5303)  0.120
H (2.2168, 1.5903, 2.7034)  -0.032
H (3.1553, -3.8526, 1.5929)  0.085
C (-0.2911, 4.9626, -1.3688)  -0.125
C (1.4520, -4.1853, -2.7301)  -0.017
B (-1.8832, -2.6263, -2.3931)  -0.530
N (1.1538, -0.3995, -0.9990)  0.053
H (6.1194, 3.4649, -0.0975)  0.094
H (-0.6883, 0.1502, 4.7057)  0.014
H (2.3145, -2.0746, 4.7834)  0.023
C (-3.9799, -2.1938, 2.1344)  -0.351
H (-3.6997, -0.5110, 3.4627)  0.080
N (-2.7052, -3.0314, -1.1603)  -0.017
H (3.2438, 2.9865, 3.0648)  0.009
C (-3.6325, -2.6896, 0.7521)  -0.253
C (-0.6445, -0.9380, 4.8012)  -0.219
H (-3.2858, 2.8790, -1.5728)  0.132
C (-3.3187, 1.9213, -1.0453)  -0.338
N (4.7647, -0.8041, -0.4924)  -0.222
H (0.2085, -0.3446, -2.8462)  0.093
C (2.6580, -3.4169, 0.7233)  -0.086
H (-0.0337, -3.5545, -4.2730)  0.119
H (-3.4695, 1.5179, -3.9943)  0.101
H (-1.7837, 2.7495, 0.2525)  0.026
H (-3.9144, -2.9024, 4.1836)  0.078
H (-0.0565, 5.3887, -0.3987)  0.066
Ge (1.1214, 3.6940, 1.7790)  0.617
H (-0.4521, -3.9760, 4.1486)  0.015
C (-2.5968, 2.0341, 0.3000)  -0.070
H (1.7810, -2.8659, 1.0667)  0.043
C (-3.8877, -3.6621, -1.2093)  -0.075
H (-1.6669, -1.3179, 4.8421)  -0.007
C (-3.0103, 0.7780, -3.3595)  -0.026
H (-1.2560, 6.7569, -2.0404)  0.092
N (2.5792, -0.2573, 0.8851)  -0.184
H (-0.2040, 0.2232, 1.7756)  -0.047
H (3.8773, 3.1503, 0.8226)  0.064
H (-4.1947, -4.1737, -2.1063)  0.117
H (-2.1865, 1.0726, 0.6189)  0.045
C (1.3428, -3.9744, -1.3465)  -0.281
N (-2.0673, -1.0722, -2.6002)  -0.040
H (4.6012, 2.7743, -4.0406)  0.093
H (-5.2730, 2.2932, -0.1638)  0.074
C (2.2071, -1.4694, 3.8789)  -0.245
N (0.2193, -3.3346, -1.0483)  0.124
H (2.5845, 5.6364, 0.9569)  0.008
H (2.1355, -0.7970, -4.2233)  0.109
C (0.3152, -3.6265, -3.2558)  -0.098
C (2.4050, -0.4549, -0.3927)  -0.497
H (3.1414, -4.8845, -0.7695)  0.133
H (6.5077, 3.2681, -2.5360)  0.088
H (-2.3991, -3.1051, 3.2982)  0.035
C (2.2755, -0.7315, -3.1505)  -0.073
C (3.5325, -0.9078, -2.5754)  -0.022
C (2.2474, -4.5042, -0.2673)  -0.344

Atomic forces in eV per Å
C 0.00 -0.03 -0.02
H -0.04 -0.03 -0.01
C 0.10 -0.01 -0.08
H 0.03 0.03 0.00
H 0.00 -0.02 0.01
Se -0.49 0.43 -0.71
C 0.02 0.28 0.21
H -0.04 -0.02 0.05
C -1.17 0.19 2.21
H -0.08 -0.11 0.10
C -0.07 -0.05 0.00
H -0.01 0.03 0.02
C -0.01 -0.08 0.06
C 0.04 0.28 0.15
Ge -0.51 -0.54 0.17
H -0.01 -0.01 0.00
C 0.26 0.24 -0.91
H -0.01 -0.02 -0.01
H 0.01 0.00 -0.02
C -0.04 -0.06 0.05
C 0.21 -0.09 -0.20
C -0.09 0.02 -0.08
H -0.08 -0.29 -0.02
H -0.01 0.01 -0.05
H -0.03 -0.05 0.05
C -0.08 0.15 -0.02
C 0.15 0.02 0.01
C 0.08 -0.11 0.14
H -0.06 0.04 -0.02
C -0.03 0.05 -0.11
H 0.01 -0.03 0.01
C -0.18 0.25 0.50
H 0.01 -0.01 0.01
N 0.24 -0.17 -0.56
H -0.02 0.01 -0.02
C -0.03 0.05 0.09
C 0.02 -0.11 -0.03
H 0.00 0.00 0.01
H 0.02 0.00 0.04
C 0.02 0.03 -0.03
H 0.03 0.18 0.03
C 0.16 0.34 0.17
H 0.06 -0.01 0.04
H -0.03 0.00 -0.01
H -0.01 0.00 -0.03
Ge -0.33 -0.81 -0.21
Ni 0.36 1.10 1.89
H 0.03 0.04 0.02
H -0.02 0.04 -0.02
H -0.01 0.01 0.00
C 0.00 0.04 0.01
C -0.10 0.25 0.15
C 0.04 -0.06 -0.13
C -0.07 -0.13 0.06
H 0.05 -0.05 0.00
H -0.10 0.01 0.04
H 0.01 0.00 0.02
H 0.01 0.01 -0.02
C -0.24 0.01 0.10
N -0.02 -0.24 0.37
H 0.06 0.03 -0.04
H 0.01 0.01 0.01
N 0.14 -0.92 -0.62
H -0.01 -0.01 0.02
H 0.01 -0.02 0.00
C -0.13 0.02 -0.18
C 0.15 -0.01 0.02
B -0.01 0.24 -0.14
N -0.42 -0.25 -1.23
H 0.04 0.03 0.01
H -0.01 -0.03 0.03
H 0.03 0.04 -0.02
C 0.19 -0.03 0.03
H -0.02 0.00 -0.01
N 0.24 0.19 0.11
H 0.02 0.00 0.01
C -0.07 0.16 0.35
C -0.09 0.06 0.04
H 0.04 0.07 0.07
C 0.01 -0.03 0.08
N -0.46 0.10 0.22
H -0.02 -0.16 0.16
C -0.06 -0.15 -0.05
H -0.01 -0.03 -0.02
H -0.01 -0.02 0.00
H 0.19 0.03 -0.05
H 0.01 0.01 -0.01
H 0.03 -0.01 -0.03
Ge 0.09 -0.11 -0.39
H 0.02 0.00 -0.01
C 0.02 -0.11 -0.07
H 0.00 -0.05 0.01
C 0.15 0.04 0.01
H 0.03 0.03 -0.03
C -0.03 -0.02 -0.01
H -0.01 0.03 -0.01
N 0.56 -0.39 0.08
H -0.13 -0.09 -0.35
H -0.04 0.01 0.09
H 0.02 0.03 -0.01
H -0.04 0.09 -0.08
C 0.13 -0.04 0.24
N -0.04 -0.07 0.30
H 0.02 0.01 -0.04
H 0.00 -0.01 -0.01
C 0.34 0.23 -0.07
N -0.60 0.15 -1.00
H -0.01 -0.03 0.02
H 0.06 -0.04 0.06
C -0.03 0.10 -0.12
C 0.45 -0.09 -0.24
H 0.05 -0.01 0.01
H 0.01 0.03 -0.01
H -0.02 0.00 -0.01
C 2.13 -0.15 0.16
C -0.90 0.14 -0.80
C -0.04 0.07 0.00

As for the total charge: -1. As for the multiplicity: 2. Its LUMO energy (spin up / spin down) is 1.159 / 1.186 eV. Its calculated total energy is -334551.19062 eV.